<a>
A molecular structure, C3H6NO2S. Source: the OMol25 dataset; level of theory: ωB97M-V with the def2-TZVPD basis set.

Output
**Frontier orbital gap**: 9.41 eV
**Net charge**: +1

Last column: Löwdin charge in e.
CARTESIAN COORDINATES (ANGSTROEM)
1 H 0.382 1.112 1.503  0.171
2 H -0.551 -1.093 1.329  0.160
3 C -2.268 -0.278 0.083  -0.764
4 S -2.126 1.472 0.038  0.981
5 O 0.890 2.144 -0.236  0.057
6 H 1.095 -0.291 -0.032  0.208
7 N 0.103 -0.091 -0.284  0.009
8 H -0.992 -2.019 -0.167  0.159
9 C -0.881 -1.011 0.257  -0.073
10 O -3.249 -0.858 -0.261  0.076
11 C 0.137 1.235 0.421  -0.300
12 H 0.091 0.011 -1.267  0.169
13 H 0.602 2.315 -1.152  0.146


<b>
2 unconnected molecules or ions with the total composition C3H6NO2S. Source: the OMol25 dataset; level of theory: ωB97M-V with the def2-TZVPD basis set.

Output
**Frontier orbital gap**: 11.43 eV
**Net charge**: +1

Last column: Löwdin charge in e.
CARTESIAN COORDINATES (ANGSTROEM)
1 H -1.623 -0.821 -1.959  0.098
2 H 2.004 0.557 3.927  0.089
3 S 0.884 -0.767 -0.448  0.926
4 C -1.644 -0.094 -1.150  -0.106
5 C 1.584 0.438 2.960  0.061
6 H 0.123 1.030 -1.801  0.124
7 O 2.238 -0.543 -0.730  -0.177
8 H -2.014 -0.575 -0.245  0.097
9 H -0.314 1.243 -0.080  0.106
10 C -0.307 0.547 -0.923  -0.238
11 O 0.328 -1.994 -0.061  -0.169
12 H -2.370 0.675 -1.423  0.110
13 N 1.111 0.303 1.933  0.079


<c>
A molecular structure, C3H6NO2S. Source: the OMol25 dataset; level of theory: ωB97M-V with the def2-TZVPD basis set.

Output
**Frontier orbital gap**: 9.40 eV
**Net charge**: +1

Last column: Löwdin charge in e.
CARTESIAN COORDINATES (ANGSTROEM)
1 H 0.283 1.295 0.002  0.176
2 O 2.072 -0.462 -1.161  0.059
3 O -0.562 -0.124 3.376  0.115
4 C -0.884 -0.086 1.019  -0.122
5 H 0.302 -1.573 -0.487  0.152
6 C 1.009 -0.699 -0.338  -0.287
7 N -0.099 0.382 -0.162  0.083
8 C -0.111 -0.201 2.284  -0.759
9 H -0.506 0.373 -1.104  0.199
10 H -1.762 0.479 1.271  0.153
11 H -1.219 -1.039 0.691  0.131
12 H 2.908 -0.172 -0.791  0.134
13 S 1.461 -0.984 1.906  0.969


Quick one: least stable of them? <b>


<a>
2 unconnected molecules or ions with the total composition C2H4BrFO. Source: the OMol25 dataset; level of theory: ωB97M-V with the def2-TZVPD basis set.

Output
**Frontier orbital gap**: 10.06 eV
**SMILES**: C=C(O)F.Br

Last column: Löwdin charge in e.
CARTESIAN COORDINATES (ANGSTROEM)
1 C 0.850 -0.775 0.680  0.073
2 C -0.031 0.177 0.780  -0.536
3 O -0.015 1.415 0.270  0.065
4 H -0.827 1.953 0.532  0.163
5 H 1.939 -0.707 0.317  0.118
6 F -1.223 -0.120 1.305  0.083
7 Br -0.566 -0.510 -2.995  0.463
8 H -0.632 0.199 -1.916  -0.446
9 H 0.506 -1.632 1.026  0.017


<b>
2 unconnected molecules or ions with the total composition C2H4BrFO. Source: the OMol25 dataset; level of theory: ωB97M-V with the def2-TZVPD basis set.

Output
**Frontier orbital gap (alpha / beta)**: 5.24 / 5.22 eV

Last column: Löwdin charge in e.
CARTESIAN COORDINATES (ANGSTROEM)
1 H -1.025 -0.150 -0.790  0.087
2 C -0.421 -0.848 -0.001  -0.586
3 C 0.115 -0.131 1.203  -0.164
4 H 0.796 -0.824 1.717  0.062
5 Br 0.413 -2.272 -0.748  0.857
6 H 0.866 0.708 0.794  0.153
7 O -0.213 1.057 -2.308  -0.257
8 H -0.715 0.335 1.777  0.094
9 F 0.183 2.125 -1.643  -0.245


<c>
A molecular structure, C2H4BrFO. Source: the OMol25 dataset; level of theory: ωB97M-V with the def2-TZVPD basis set.

Output
**Frontier orbital gap (alpha / beta)**: 9.24 / 6.63 eV

Last column: Löwdin charge in e.
CARTESIAN COORDINATES (ANGSTROEM)
1 H 1.505 1.584 0.450  0.094
2 F -1.008 -1.843 -3.263  -0.144
3 O 1.088 0.968 1.077  -0.114
4 C -0.173 0.894 0.645  -0.320
5 Br 0.510 -0.362 -1.414  0.780
6 H -0.176 -0.117 -3.873  0.004
7 C 0.080 -0.986 -3.283  -0.432
8 H -0.588 1.787 0.272  0.043
9 H -0.841 0.136 1.140  0.088


Quick one: least stable of them? <b>


<a>
2 unconnected molecules or ions with the total composition C8H16N2. Source: the OMol25 dataset; level of theory: ωB97M-V with the def2-TZVPD basis set.

Output
**Frontier orbital gap**: 9.12 eV
**SMILES**: CCc1c[nH]cn1.CCC

Last column: Löwdin charge in e.
CARTESIAN COORDINATES (ANGSTROEM)
1 C -1.014 -2.201 0.950  -0.165
2 H -1.308 -2.724 0.006  0.084
3 N -0.740 -0.246 -1.367  0.012
4 C 1.442 3.677 -0.726  -0.116
5 C 0.883 -3.456 1.997  -0.106
6 H 0.719 -4.391 1.421  0.075
7 H 0.857 -1.225 1.413  0.093
8 H -0.654 4.157 -1.315  0.146
9 H 0.912 -2.387 0.107  0.076
10 H -1.365 -2.894 1.756  0.073
11 H -2.612 0.025 -2.560  0.094
12 C 0.114 0.690 -0.757  -0.041
13 N -1.694 1.705 -1.676  0.053
14 H 1.954 -3.411 2.475  0.099
15 H -1.393 -1.198 1.237  0.090
16 C -0.072 3.340 -0.671  -0.211
17 C -1.788 0.400 -2.020  -0.147
18 C -0.503 1.966 -1.014  -0.312
19 H 2.144 2.855 -0.580  0.059
20 C 0.471 -2.207 1.069  -0.327
21 H 0.241 -3.520 2.816  0.018
22 H 1.773 4.126 -1.661  0.067
23 H -0.675 -1.291 -1.272  0.124
24 H -0.385 3.479 0.432  0.124
25 H 1.716 4.268 0.120  0.050
26 H 0.978 0.461 -0.182  0.085


<b>
C8H16N2 in the gas phase. Source: the OMol25 dataset; level of theory: ωB97M-V with the def2-TZVPD basis set.

Output
**Frontier orbital gap**: 9.09 eV
**SMILES**: CN1[C@@H]2CC[C@H]1C[C@@H](N)C2

Last column: Löwdin charge in e.
CARTESIAN COORDINATES (ANGSTROEM)
1 C -0.334 -0.543 0.754  -0.347
2 C -0.633 0.838 -0.887  -0.284
3 H 3.708 0.416 -0.667  0.063
4 C 1.706 -0.290 -0.398  -0.318
5 H 1.327 1.862 -1.304  0.127
6 H 3.148 0.542 0.855  0.080
7 C -2.003 -1.298 -0.942  -0.057
8 H -1.378 0.796 2.383  0.122
9 H -2.808 -0.878 -0.062  0.107
10 H -1.820 -2.466 -1.014  0.110
11 N -0.753 -0.615 -0.563  -0.244
12 C -1.613 0.269 1.408  -0.086
13 C 0.862 1.131 -0.540  -0.114
14 C -1.486 1.325 0.264  -0.203
15 H -0.808 1.063 -1.988  0.157
16 H -2.361 -0.722 -1.970  0.127
17 H -2.591 -0.181 1.345  0.048
18 H -2.520 1.600 0.015  0.104
19 H 1.645 -0.931 1.862  0.132
20 H -1.131 2.327 0.730  0.129
21 H 0.796 1.742 0.463  0.129
22 H 1.201 -2.271 0.808  0.102
23 N 3.059 0.005 -0.017  -0.004
24 H 1.623 -0.702 -1.388  0.127
25 H 0.200 0.374 0.984  0.056
26 C 1.106 -1.148 0.843  -0.063


<c>
A molecular structure, C8H16N2. Source: the OMol25 dataset; level of theory: ωB97M-V with the def2-TZVPD basis set.

Output
**Frontier orbital gap**: 9.06 eV

Last column: Löwdin charge in e.
CARTESIAN COORDINATES (ANGSTROEM)
1 C -0.858 -1.525 0.006  -0.078
2 C 1.471 1.503 -0.157  -0.048
3 H 1.076 -0.420 -2.424  0.106
4 H 2.300 1.869 -0.822  0.099
5 H -1.366 2.439 1.493  0.074
6 H -1.893 0.910 2.100  0.057
7 H 1.732 -0.174 1.975  0.103
8 H 3.250 -0.217 0.824  0.124
9 C -1.874 1.476 1.160  -0.167
10 C 1.731 -0.640 -1.552  -0.027
11 H -2.852 -1.328 0.860  0.134
12 H -2.913 1.960 1.017  0.095
13 C -2.344 -1.288 -0.215  -0.237
14 H 0.503 1.947 -0.490  0.080
15 H 1.833 -1.713 -1.445  0.078
16 H -2.210 0.032 -1.595  0.081
17 H 2.091 -1.617 0.887  0.077
18 C 1.366 -0.044 -0.136  -0.566
19 H -2.930 -2.090 -0.886  0.149
20 N -1.429 0.844 -0.088  -0.133
21 C -0.070 -0.471 0.052  -0.011
22 H -0.642 -2.515 0.194  0.080
23 C 2.160 -0.542 1.023  -0.059
24 N -2.559 0.076 -0.662  -0.074
25 H 1.763 1.895 0.732  0.030
26 H 2.663 -0.365 -1.850  0.033


Quick one: least stable of them? <b>